[1]
Here is the molecule C2H7N3 at a distorted geometry from the Open Molecules 2025 dataset. Energies are from ωB97M-V/def2-TZVPD.

E_HOMO (eV): -8.284
Energy (Eh): -244.57751
E_LUMO (eV): 0.880
Relative energy (zero: lowest compared OMol25 entry of this formula, charge and spin) (kcal/mol): 61.4
HOMO-LUMO gap (eV): 9.164
Structure (SMILES): [H]/N=C/N(C)N

Structure (ORCA input):
```
! wB97M-V def2-TZVPD RIJCOSX def2/J DEFGRID3
* xyz 0 1
H 2.9304 -0.2183 0.2310
N 2.0764 0.2807 0.1321
C 1.1670 -0.4788 -0.3345
N -0.0983 0.0951 -0.3551
C -1.2777 -0.6503 0.1357
N -0.2379 1.5308 -0.2034
H 1.1731 -1.5693 -0.6919
H -1.0359 -1.6897 -0.0124
H -2.1507 -0.2600 -0.4475
H -1.1941 -0.5658 1.2441
H -0.0168 1.9247 0.7962
H -1.3356 1.6010 -0.4942
*
```

[2]
Here is a 2-piece molecular cluster, CH2BrNSi overall at a distorted geometry from the Open Molecules 2025 dataset. Energies are from ωB97M-V/def2-TZVPD.

E_HOMO (spin up / spin down) (eV): -8.011 / -7.934
Energy (Eh): -2957.40004
E_LUMO (spin up / spin down) (eV): -3.651 / -3.695
Relative energy (zero: lowest compared OMol25 entry of this formula, charge and spin) (kcal/mol): 112.1
HOMO-LUMO gap (spin up / spin down) (eV): 4.360 / 4.239

Structure (ORCA input):
```
! wB97M-V def2-TZVPD RIJCOSX def2/J DEFGRID3
* xyz 0 1
C 2.7629 -2.1457 -0.3832
N 1.7404 -1.6150 -0.2851
Si -0.9179 0.9121 0.0901
Br -3.0387 0.4457 -0.1959
H -0.3467 0.4526 1.3591
H -0.2000 1.9504 -0.5849
*
```

[3]
Here is C11H44ClO15 as an isolated structure at a distorted geometry from the Open Molecules 2025 dataset. Energies are from ωB97M-V/def2-TZVPD.

E_HOMO (eV): -6.161
Energy (Eh): -2033.42884
E_LUMO (eV): 2.352
Relative energy (zero: lowest compared OMol25 entry of this formula, charge and spin) (kcal/mol): 327.0
HOMO-LUMO gap (eV): 8.513

Structure (ORCA input):
```
! wB97M-V def2-TZVPD RIJCOSX def2/J DEFGRID3
* xyz -1 1
Cl 0.2982 -0.0598 0.3549
O 1.2056 -1.0327 -0.2259
O -0.8350 -0.6856 0.9879
O 0.9526 0.8513 1.2873
O -0.2035 0.7305 -0.7151
C -2.6415 1.5656 -1.5003
O -2.9149 2.5514 -2.5239
H -2.8428 0.5256 -1.7569
H -1.6054 1.5649 -1.1616
H -3.2282 1.7331 -0.5971
H -2.7208 2.1632 -3.3802
C 2.7701 1.4942 -0.5592
O 3.0225 1.5616 -1.9160
H 3.0933 0.4963 -0.2628
H 3.3060 2.1537 0.1233
H 1.7485 1.6740 -0.2244
H 2.3568 1.0062 -2.3285
C 0.7475 -0.0271 4.0188
O 0.8404 1.1883 3.2603
H 0.0000 -0.6448 3.5211
H 1.7229 -0.5127 3.9893
H 0.4534 0.2622 5.0278
H 1.0181 0.9759 2.3411
C -0.1774 -3.0026 1.3257
O 0.3297 -4.2905 1.0744
H -0.4245 -2.8795 2.3802
H 0.6202 -2.2972 1.0929
H -1.0560 -2.7607 0.7275
H 0.2390 -4.4405 0.1305
C -1.8912 1.4480 1.1962
O -3.0521 2.1694 1.5923
H -1.2052 1.4050 2.0422
H -2.1907 0.4935 0.7634
H -1.4128 1.9443 0.3519
H -2.7705 3.0018 1.9789
C 2.7725 -1.1910 1.8003
O 3.8263 -0.4485 2.3548
H 2.9367 -1.3579 0.7357
H 2.5570 -2.1447 2.2819
H 1.8980 -0.5413 1.8339
H 3.6764 -0.3906 3.3012
C 0.2192 2.9741 -0.6162
O -0.1113 4.3589 -0.7406
H -0.4356 2.4242 -1.2921
H 1.2788 2.8310 -0.8282
H 0.0720 2.6662 0.4190
H -1.0672 4.3993 -0.8200
C -3.4330 -1.3783 0.6342
O -3.8685 -1.3934 1.9805
H -3.4452 -2.3964 0.2451
H -4.0539 -0.7761 -0.0292
H -2.4331 -0.9454 0.6628
H -4.1911 -0.5183 2.2079
C 0.4327 0.6023 -3.2783
O 1.3956 0.2062 -2.2928
H 0.8823 0.6371 -4.2706
H -0.3842 -0.1144 -3.1932
H -0.0072 1.5513 -2.9717
H 0.9429 -0.1866 -1.5429
C -1.7338 -1.4736 -1.4901
O -2.0790 -1.1949 -2.8077
H -1.8491 -0.6306 -0.8089
H -2.2867 -2.3163 -1.0751
H -0.6730 -1.6920 -1.3673
H -3.0265 -1.0555 -2.8747
C 2.9541 -1.4974 -1.4985
O 3.6404 -2.6804 -1.7875
H 3.0576 -0.8312 -2.3550
H 1.9081 -1.7544 -1.3316
H 3.3337 -0.9280 -0.6501
H 3.7414 -3.1400 -0.9507
*
```

[4]
Here is a 10-piece molecular cluster, C71H66F11I2NO2P overall at a distorted geometry from the Open Molecules 2025 dataset. Energies are from ωB97M-V/def2-TZVPD.

E_HOMO (eV): -10.305
Energy (Eh): -4985.39585
E_LUMO (eV): -3.702
Relative energy (zero: lowest compared OMol25 entry of this formula, charge and spin) (kcal/mol): 0.0
HOMO-LUMO gap (eV): 6.603

Structure (ORCA input):
```
! wB97M-V def2-TZVPD RIJCOSX def2/J DEFGRID3
* xyz 1 1
C -1.4561 -4.3322 2.8808
C -2.6498 -3.4519 2.4118
C -2.1626 -2.4016 1.3465
I -1.8222 -3.2923 -0.5962
C -3.1720 -1.2589 1.3146
C -4.4721 -1.5277 0.9205
O -4.8000 -2.8112 0.5355
C -5.4737 -0.4973 0.9175
C -6.8673 -0.9883 0.4644
C -7.6170 -1.7264 1.6145
C -7.9772 -3.1812 1.2155
F -6.7675 -1.8479 2.7352
C -5.2212 0.8334 1.3097
P -6.7693 1.8439 1.2442
O -6.4893 3.2752 0.4182
I -7.2860 2.3781 3.6135
C -3.8669 1.1526 1.6913
C -3.4660 2.4983 2.0629
C -4.2252 3.8068 2.0898
C -3.9012 4.5701 0.7624
F -2.6015 5.0719 0.7726
C -2.1429 2.6499 2.4234
N -1.2501 1.6293 2.4484
C -1.5671 0.3953 2.0915
C -2.8827 0.0993 1.6978
H -1.1527 -4.9577 2.0282
H -0.6494 -3.6602 3.2235
H -1.7853 -4.9460 3.7341
H -3.1991 -2.9535 3.2278
H -3.3733 -4.1383 1.9394
H -1.1680 -2.0970 1.7015
H -4.6263 -2.8206 -0.4240
H -6.6600 -1.7537 -0.3052
H -7.4561 -0.2175 -0.0421
H -8.5495 -1.2355 1.9313
H -7.2389 -3.5959 0.5053
H -8.9441 -3.2314 0.6823
H -7.9595 -3.8545 2.0871
H -6.6698 3.1263 -0.5224
H -5.2859 3.8104 2.3286
H -3.7607 4.4504 2.8656
H -4.6326 5.3616 0.5479
H -3.9372 3.8064 -0.0376
H -1.7403 3.6229 2.7209
H -0.2903 1.8046 2.7541
H -0.7679 -0.3433 2.1175
F -0.2897 -0.0388 -0.2374
C -0.5336 0.4461 -1.4800
C -0.4817 -0.4123 -2.5579
C -0.7335 0.0831 -3.8295
C -1.0244 1.4309 -4.0045
C -1.0689 2.2824 -2.9081
C -0.8268 1.7866 -1.6337
H -0.2451 -1.4558 -2.4037
H -0.7023 -0.5813 -4.6835
H -1.2166 1.8169 -4.9977
H -1.2910 3.3329 -3.0445
H -0.8641 2.4341 -0.7650
F -0.6150 -4.3123 -3.1482
C 0.6213 -4.8072 -3.4058
C 1.5432 -4.8838 -2.3809
C 2.8081 -5.3904 -2.6479
C 3.1337 -5.8008 -3.9336
C 2.1931 -5.7120 -4.9520
C 0.9248 -5.2173 -4.6869
H 1.2720 -4.5489 -1.3872
H 3.5404 -5.4623 -1.8533
H 4.1191 -6.1869 -4.1416
H 2.4489 -6.0274 -5.9553
H 0.1760 -5.1471 -5.4659
F 1.1730 1.5701 4.3279
C 0.8570 1.2055 5.6012
C 1.8622 0.7810 6.4439
C 1.5431 0.4134 7.7430
C 0.2237 0.4665 8.1751
C -0.7763 0.8916 7.3120
C -0.4584 1.2700 6.0149
H 2.8828 0.7397 6.0852
H 2.3218 0.0860 8.4184
H -0.0239 0.1757 9.1879
H -1.8044 0.9292 7.6479
H -1.2245 1.6132 5.3298
F 5.9496 -6.5024 -3.6450
C 6.6420 -7.0901 -2.6400
C 6.6551 -8.4671 -2.5451
C 7.3757 -9.0651 -1.5207
C 8.0627 -8.2795 -0.6032
C 8.0329 -6.8951 -0.7112
C 7.3206 -6.2946 -1.7393
H 6.1089 -9.0612 -3.2668
H 7.4022 -10.1438 -1.4384
H 8.6213 -8.7483 0.1969
H 8.5634 -6.2822 0.0059
H 7.2926 -5.2200 -1.8438
F 7.9769 -3.1876 -1.7166
C 7.2518 -2.4585 -2.5954
C 7.4787 -1.0995 -2.6910
C 6.7369 -0.3517 -3.5959
C 5.7733 -0.9712 -4.3833
C 5.5538 -2.3385 -4.2722
C 6.3018 -3.0896 -3.3759
H 8.2281 -0.6349 -2.0627
H 6.9083 0.7086 -3.6865
H 5.1926 -0.3849 -5.0856
H 4.8030 -2.8183 -4.8804
H 6.1493 -4.1554 -3.2834
F 3.2294 -2.6078 -5.8905
C 2.6922 -1.6278 -6.6448
C 2.4857 -1.8478 -7.9922
C 1.9280 -0.8379 -8.7637
C 1.5946 0.3787 -8.1814
C 1.8133 0.5848 -6.8254
C 2.3612 -0.4264 -6.0481
H 2.7597 -2.7997 -8.4289
H 1.7541 -0.9995 -9.8196
H 1.1638 1.1664 -8.7864
H 1.5576 1.5342 -6.3719
H 2.5317 -0.2882 -4.9874
F 3.1972 2.0141 10.0503
C 2.5267 3.1780 9.9524
C 1.2629 3.2781 10.5018
C 0.5744 4.4790 10.4042
C 1.1517 5.5599 9.7509
C 2.4204 5.4423 9.1995
C 3.1162 4.2461 9.3045
H 0.8260 2.4223 11.0004
H -0.4130 4.5715 10.8377
H 0.6115 6.4948 9.6724
H 2.8694 6.2833 8.6870
H 4.1097 4.1388 8.8884
F 6.3152 2.7240 -3.2329
C 6.9190 3.7622 -3.8502
C 6.5647 5.0508 -3.5032
C 7.1896 6.1168 -4.1350
C 8.1503 5.8806 -5.1098
C 8.4913 4.5784 -5.4501
C 7.8763 3.5098 -4.8131
H 5.8080 5.2141 -2.7466
H 6.9267 7.1320 -3.8673
H 8.6336 6.7136 -5.6044
H 9.2371 4.3942 -6.2124
H 8.1354 2.4878 -5.0593
F -11.4839 4.9242 -1.8304
C -11.0541 5.1333 -0.5740
C -9.9484 4.4432 -0.1162
C -9.5017 4.6625 1.1793
C -10.1702 5.5587 2.0024
C -11.2833 6.2413 1.5288
C -11.7267 6.0326 0.2303
H -9.4460 3.7422 -0.7712
H -8.6320 4.1330 1.5464
H -9.8226 5.7251 3.0146
H -11.8071 6.9370 2.1713
H -12.5868 6.5614 -0.1592
*
```

The highest relative energy (zero: lowest compared OMol25 entry of this formula, charge and spin) belongs to which entry? C11H44ClO15

What is the relative energy (zero: lowest compared OMol25 entry of this formula, charge and spin) in the fourth record? 0.0 kcal/mol